# 1
Formula: C20H28AuN6P2S2
Source: the Open Molecules 2025 dataset
Level of theory: the ωB97M-V functional and the def2-TZVPD basis

Values from the calculation:
- multiplicity = 3
- Kohn-Sham gap (alpha / beta) (eV) = 8.01 / 6.22
- largest force on an atom (eV/Å) = 0.66
- relative energy (zero: lowest compared OMol25 entry of this formula, charge and spin) (kJ/mol) = 54.9
- total charge = +1
- HOMO (alpha / beta) (eV) = -11.080 / -11.631

CARTESIAN COORDINATES (ANGSTROEM)
Au (0.2809, 0.3047, 0.3618)
S (-1.1869, 2.2107, 2.9405)
C (0.3504, 2.7167, 3.2913)
C (0.6192, 3.0676, 4.6819)
N (0.7991, 3.3334, 5.7862)
C (1.4167, 2.8580, 2.3721)
S (1.4879, 2.4598, 0.7251)
C (2.6448, 3.4612, 2.8414)
N (3.6421, 3.9222, 3.1902)
C (-0.9241, -3.0381, 0.7601)
P (-0.9223, -1.3717, 1.4825)
C (-0.5320, -1.6382, 3.2343)
C (-2.6743, -0.8463, 1.4414)
C (-3.6548, -1.6519, 2.0233)
C (-4.9864, -1.2648, 2.0216)
C (-5.3590, -0.0636, 1.4320)
C (-4.3968, 0.7419, 0.8466)
C (-3.0556, 0.3548, 0.8427)
P (-1.8293, 1.4127, 0.0184)
C (-2.1478, 1.0972, -1.7533)
C (-2.3151, 3.1398, 0.2257)
H (-1.2954, -2.9921, -0.2631)
H (-1.5558, -3.7104, 1.3400)
H (0.0924, -3.4307, 0.7508)
H (0.2610, -2.3810, 3.3154)
H (-1.4195, -1.9962, 3.7518)
H (-0.2009, -0.7129, 3.7011)
H (-3.3844, -2.5915, 2.4938)
H (-5.7317, -1.8960, 2.4884)
H (-6.3970, 0.2452, 1.4297)
H (-4.6988, 1.6770, 0.3877)
H (-3.2050, 1.2683, -1.9619)
H (-1.9024, 0.0661, -2.0036)
H (-1.5516, 1.7700, -2.3714)
H (-3.0867, 3.3740, -0.5054)
H (-1.4465, 3.7714, 0.0470)
H (-2.6691, 3.3221, 1.2380)
C (2.9424, 0.6776, -1.5312)
N (3.8377, 0.2431, -2.5831)
C (3.0676, 0.0633, -3.8186)
N (1.9968, -0.9348, -3.6544)
C (1.1131, -0.4921, -2.5961)
N (1.8350, -0.3148, -1.2969)
C (2.4819, -1.6256, -0.9584)
N (3.3770, -2.0755, -2.0024)
C (4.4170, -1.0530, -2.2043)
C (2.6121, -2.2090, -3.2497)
H (2.4952, 1.6345, -1.7999)
H (3.4951, 0.7976, -0.6017)
H (3.7376, -0.2661, -4.6104)
H (2.6259, 1.0165, -4.1092)
H (0.3222, -1.2294, -2.4489)
H (0.6682, 0.4651, -2.8679)
H (1.6926, -2.3636, -0.8083)
H (3.0339, -1.4981, -0.0272)
H (5.0846, -1.3855, -2.9965)
H (4.9932, -0.9372, -1.2868)
H (1.8278, -2.9541, -3.1111)
H (3.2776, -2.5484, -4.0411)

natural (NBO) population analysis, charges in e, atoms 1 to 6: 0.77 0.05 -0.30 0.21 -0.22 -0.25

=====

# 2
Formula: C20H28BF4N5SW
Source: the Open Molecules 2025 dataset
Level of theory: the ωB97M-V functional and the def2-TZVPD basis

Values from the calculation:
- multiplicity = 3
- Kohn-Sham gap (alpha / beta) (eV) = 7.03 / 7.62
- largest force on an atom (eV/Å) = 0.32
- relative energy (zero: lowest compared OMol25 entry of this formula, charge and spin) (kJ/mol) = 0.0
- total charge = +2
- HOMO (alpha / beta) (eV) = -14.567 / -14.576

CARTESIAN COORDINATES (ANGSTROEM)
W (-0.8456, 0.6551, -0.8085)
C (-3.6774, 1.1872, 0.3500)
N (-2.7912, 0.0195, 0.0402)
C (-3.5653, -0.8564, -0.8971)
C (-2.4491, -0.7812, 1.2315)
C (-3.3380, -1.0300, 2.2557)
C (-2.9757, -1.9023, 3.2745)
C (-1.7465, -2.5366, 3.2382)
C (-0.8449, -2.2797, 2.2138)
C (-1.1852, -1.3757, 1.2158)
N (-0.3576, -0.9155, 0.1613)
C (0.8422, -1.4982, -0.3473)
C (1.8844, -2.0197, 0.4038)
C (3.0329, -2.4664, -0.2362)
C (3.1512, -2.3710, -1.6143)
C (2.1231, -1.8185, -2.3685)
C (0.9751, -1.3820, -1.7386)
N (-0.1788, -0.8012, -2.4516)
C (-1.1050, -1.9221, -2.7921)
C (0.2155, -0.1591, -3.7420)
H (-4.6872, 0.8401, 0.5636)
H (-3.7181, 1.8421, -0.5197)
H (-3.3042, 1.7311, 1.2111)
H (-4.5299, -1.0934, -0.4485)
H (-3.0268, -1.7812, -1.0654)
H (-3.7284, -0.3268, -1.8359)
H (-4.3170, -0.5699, 2.2655)
H (-3.6663, -2.1004, 4.0820)
H (-1.4787, -3.2398, 4.0146)
H (0.0988, -2.8014, 2.1940)
H (1.8274, -2.0557, 1.4815)
H (3.8410, -2.8816, 0.3501)
H (4.0468, -2.7186, -2.1099)
H (2.2357, -1.7401, -3.4406)
H (-0.6070, -2.5864, -3.4990)
H (-2.0086, -1.5267, -3.2515)
H (-1.3438, -2.4897, -1.8969)
H (0.4668, -0.9258, -4.4744)
H (1.0704, 0.4913, -3.6023)
H (-0.6258, 0.4131, -4.1270)
F (0.4371, 3.9330, -1.5205)
B (0.2938, 2.8298, -2.2703)
F (0.7402, 2.8276, -3.5174)
F (0.9233, 1.6413, -1.4949)
F (-1.1156, 2.3216, -2.1967)
S (-0.8372, 2.2349, 1.0408)
C (0.8679, 2.2789, 1.4969)
N (1.6210, 3.2721, 1.0930)
C (3.0379, 3.4166, 1.4612)
C (3.6116, 2.0462, 1.7809)
C (2.7259, 1.3375, 2.7920)
N (1.3449, 1.3349, 2.2905)
H (1.2043, 3.9370, 0.4546)
H (3.1144, 4.0902, 2.3155)
H (3.5513, 3.8764, 0.6199)
H (4.6170, 2.1555, 2.1825)
H (3.6778, 1.4500, 0.8682)
H (2.7549, 1.8366, 3.7620)
H (3.0339, 0.3035, 2.9325)
H (0.6865, 0.6500, 2.6293)

natural (NBO) population analysis, charges in e, atoms 1 to 6: 1.72 -0.43 -0.50 -0.41 0.20 -0.23

=====

# 3
Formula: C20H28Br36NO5P
Source: the Open Molecules 2025 dataset
Level of theory: the ωB97M-V functional and the def2-TZVPD basis

Values from the calculation:
- Kohn-Sham gap (eV) = 7.93
- largest force on an atom (eV/Å) = 9.04
- HOMO (eV) = -8.621

CARTESIAN COORDINATES (ANGSTROEM)
O (4.2069, -3.6184, 2.3870)
C (3.4685, -3.0762, 1.5547)
N (2.0037, -3.2512, 1.3981)
C (1.4702, -2.5857, 0.1479)
C (0.1426, -3.1686, -0.5153)
C (-1.0614, -2.1803, -0.0693)
C (-1.0845, -0.8532, -0.9930)
O (-1.5970, 0.2714, -0.2111)
C (2.8272, -2.5820, -0.7330)
C (3.7972, -2.0312, 0.4039)
C (5.3115, -1.6492, 0.0617)
P (5.3755, 0.2507, -0.0374)
O (6.7680, 0.7718, -0.4512)
O (4.8478, 0.9209, 1.5007)
O (4.2446, 0.6531, -1.2721)
H (1.5568, -2.8718, 2.2509)
H (1.2212, -1.5116, 0.4805)
H (-0.1176, -4.2260, -0.2041)
H (0.2858, -3.1397, -1.6535)
H (-0.8748, -1.7928, 0.9960)
H (-2.0600, -2.7210, -0.0730)
H (-1.7494, -0.9734, -1.9030)
H (-0.0204, -0.6065, -1.3113)
H (-0.8255, 0.6893, 0.2303)
H (2.7976, -2.0926, -1.7504)
H (3.0628, -3.7094, -0.7289)
H (3.3147, -1.0428, 0.7163)
H (6.0740, -2.0164, 0.8174)
H (5.5908, -2.0349, -0.9748)
H (3.8501, 0.9276, 1.4900)
H (4.0654, 1.6056, -1.1227)
C (-3.5489, 1.7222, 2.3428)
Br (-5.3510, 2.2825, 2.7851)
Br (-2.2352, 3.0525, 2.8550)
Br (-3.1341, -0.0206, 3.0808)
H (-3.5009, 1.6278, 1.2599)
C (-2.8471, -4.7783, -3.1660)
Br (-3.6122, -3.0015, -3.0299)
Br (-1.1210, -4.7545, -4.0468)
Br (-2.7632, -5.6586, -1.4411)
H (-3.5157, -5.3658, -3.7909)
C (1.5976, -6.2479, 3.3957)
Br (2.8051, -7.6196, 2.7506)
Br (0.1909, -5.8705, 2.1191)
Br (0.8974, -6.6716, 5.1497)
H (2.1812, -5.3344, 3.5008)
C (4.5204, -4.2106, 5.8459)
Br (2.7371, -3.6658, 6.3792)
Br (5.8434, -2.8606, 6.2748)
Br (4.9919, -5.9418, 6.5792)
H (4.5112, -4.3147, 4.7622)
C (-2.8963, 7.4719, 3.6626)
Br (-0.9814, 7.2517, 3.8649)
Br (-3.4944, 6.9731, 1.8883)
Br (-3.8802, 6.5310, 5.0437)
H (-3.1099, 8.5312, 3.7849)
C (0.4295, -1.1565, -6.4683)
Br (-0.3274, -0.7136, -4.7372)
Br (2.3014, -1.6356, -6.3273)
Br (-0.5983, -2.5254, -7.3799)
H (0.3741, -0.2580, -7.0787)
C (-4.9332, -0.4248, -5.6124)
Br (-3.2911, -0.0452, -6.5693)
Br (-5.5907, 1.1330, -4.6655)
Br (-6.2848, -1.1870, -6.7744)
H (-4.6977, -1.1766, -4.8634)
C (5.0086, -4.9551, -3.7753)
Br (5.4819, -3.0775, -3.6714)
Br (3.5717, -5.3987, -2.5529)
Br (4.5957, -5.4951, -5.5899)
H (5.8835, -5.5217, -3.4654)
C (-6.4954, 5.0887, -6.0293)
Br (-7.2451, 5.5272, -4.2957)
Br (-4.6227, 4.6060, -5.8994)
Br (-7.5311, 3.7253, -6.9382)
H (-6.5509, 5.9883, -6.6375)
C (-9.9960, 7.0339, -2.0228)
Br (-11.0675, 8.4347, -1.2186)
Br (-8.4803, 6.5590, -0.9107)
Br (-11.0641, 5.4834, -2.4827)
H (-9.5963, 7.4325, -2.9525)
C (-2.3230, 7.8381, 8.3443)
Br (-3.0659, 9.6280, 8.3916)
Br (-0.5457, 7.8174, 7.5721)
Br (-2.3603, 6.9958, 10.0899)
H (-2.9601, 7.2465, 7.6913)
C (8.1808, 2.2248, 2.9959)
Br (9.8762, 2.5303, 2.0970)
Br (7.5455, 3.8255, 3.8908)
Br (6.8391, 1.4886, 1.7954)
H (8.3628, 1.4809, 3.7687)

Löwdin population analysis, charges in e, atoms 1 to 6: 0.06 -0.33 0.04 -0.30 -0.15 -0.16

=====

# 4
Formula: C20H28CdF3O2
Source: the Open Molecules 2025 dataset
Level of theory: the ωB97M-V functional and the def2-TZVPD basis

Values from the calculation:
- Kohn-Sham gap (alpha / beta) (eV) = 5.01 / 5.01
- largest force on an atom (eV/Å) = 3.27
- relative energy (zero: lowest compared OMol25 entry of this formula, charge and spin) (kJ/mol) = 298.0
- total charge = -1
- HOMO (alpha / beta) (eV) = -3.326 / -3.325

CARTESIAN COORDINATES (ANGSTROEM)
O (2.5270, -0.2674, -0.2627)
C (2.7305, -1.4636, -1.1091)
C (4.2156, -1.2409, -1.3672)
H (2.1443, -1.4235, -2.0505)
H (2.5239, -2.4087, -0.5663)
C (3.9812, -0.0172, -0.4368)
H (4.4326, -0.9676, -2.4195)
H (4.8521, -2.0428, -0.9589)
C (4.2977, 1.2879, -1.1441)
H (3.8008, 1.3765, -2.1185)
H (5.3848, 1.3600, -1.3259)
H (4.0215, 2.1410, -0.5137)
C (4.8080, -0.0805, 0.8405)
H (4.7015, -1.0330, 1.3709)
H (4.5245, 0.7451, 1.5010)
H (5.8836, 0.0533, 0.6044)
Cd (-0.5740, 0.4687, 0.5776)
C (-3.3313, 0.6252, 3.9376)
C (-3.4793, 0.1350, 2.6206)
C (-2.2948, -0.6000, 2.2510)
H (-4.3484, 0.2834, 1.9853)
C (-1.3714, -0.4699, 3.3578)
C (-2.0148, 0.2771, 4.3771)
H (-1.5816, 0.5425, 5.3412)
H (-4.0789, 1.1819, 4.5141)
H (-2.3131, -1.4161, 1.5110)
H (-0.3385, -0.8409, 3.3728)
C (-3.3397, 3.5673, 1.8129)
C (-2.2028, 3.5874, 2.6701)
C (-1.0834, 3.1469, 1.9355)
H (-2.2104, 3.8664, 3.7298)
C (-1.4863, 2.9477, 0.5614)
C (-2.9089, 3.1756, 0.5272)
H (-3.5373, 3.1461, -0.3588)
H (-4.3676, 3.8161, 2.1046)
H (-0.0744, 2.9577, 2.3517)
H (-0.8458, 3.0230, -0.3299)
O (-0.0138, -2.2168, -4.1586)
C (-0.2107, -1.1093, -3.2113)
C (-0.3649, -1.7155, -1.7960)
H (-1.1937, -0.6205, -3.4126)
H (0.5910, -0.3334, -3.3478)
C (-0.7087, -3.2026, -2.0362)
H (-1.1691, -1.2186, -1.2419)
H (0.5596, -1.6020, -1.2163)
C (-0.3567, -3.4750, -3.5145)
H (-1.7798, -3.3648, -1.8571)
H (-0.1444, -3.8551, -1.3500)
H (-1.1605, -4.0011, -4.0898)
H (0.5498, -4.1246, -3.5435)
F (-3.0835, -0.8719, -1.2617)
C (-2.5584, 0.3227, -0.7742)
F (-3.6572, 0.8660, -0.1623)
F (-2.3458, 1.0825, -1.9202)

natural (NBO) population analysis, charges in e, atoms 1 to 6: -0.56 -0.08 -0.47 0.20 0.18 0.27